# 1
ORCA calculation (ωB97M-V/def2-TZVPD) on the molecule C5H8N2.

```
! wB97M-V def2-TZVPD RIJCOSX def2/J DEFGRID3
* xyz 0 1
C -0.670 1.999 0.948
N -0.489 0.794 0.166
C 0.107 0.819 -1.063
C 0.623 -0.417 -1.342
C 0.350 -1.247 -0.215
N 0.834 -2.561 -0.088
C -0.348 -0.484 0.693
H -0.517 2.856 0.287
H -1.668 2.075 1.388
H 0.079 2.052 1.747
H 0.130 1.738 -1.634
H 1.155 -0.708 -2.238
H 0.787 -3.078 -0.957
H 0.411 -3.096 0.657
H -0.784 -0.743 1.650
*
```

Output
SMILES: Cn1ccc(N)c1
HOMO in Eh: -0.2750
E_LUMO in eV: 1.095

Calculated atomic charges, method natural (NBO), unit e: C -0.393; N -0.339; C -0.035; C -0.348; C 0.109; N -0.811; C -0.158; H 0.208; H 0.200; H 0.199; H 0.205; H 0.219; H 0.370; H 0.370; H 0.205

---

# 2
ORCA calculation (ωB97M-V/def2-TZVPD) on a structure of composition C5H10O.

```
! wB97M-V def2-TZVPD RIJCOSX def2/J DEFGRID3
* xyz 0 1
C -0.909 0.103 -1.284
C 0.003 0.031 -0.068
C 1.464 0.314 -0.452
C -0.153 -1.203 0.837
O -0.349 -0.435 2.026
C -0.509 0.733 1.259
H -0.855 1.086 -1.770
H -1.951 -0.077 -1.001
H -0.630 -0.648 -2.035
H 1.581 1.295 -0.931
H 2.121 0.287 0.426
H 1.833 -0.441 -1.163
H 0.714 -1.858 0.931
H -1.043 -1.797 0.601
H 0.225 1.524 1.411
H -1.543 1.088 1.211
*
```

Output
HOMO in Eh: -0.3568
E_LUMO in eV: 0.925

Calculated atomic charges, method natural (NBO), unit e: C -0.608; C -0.090; C -0.612; C -0.053; O -0.535; C -0.054; H 0.211; H 0.209; H 0.210; H 0.210; H 0.214; H 0.212; H 0.175; H 0.167; H 0.171; H 0.171

---

# 3
ORCA calculation (ωB97M-V/def2-TZVPD) on a structure of composition C39H63BClCsIN10O2Si4.

```
! wB97M-V def2-TZVPD RIJCOSX def2/J DEFGRID3
* xyz -2 2
Cs -0.465 -0.098 0.544
C -1.351 5.079 0.365
C -1.416 3.752 -0.094
N -1.618 2.910 0.907
N -1.695 3.665 2.021
C -1.531 4.971 1.726
B -1.653 2.933 3.371
N -2.703 1.810 3.419
C -3.959 1.862 3.902
C -4.575 0.663 3.612
C -3.583 -0.071 2.939
N -2.466 0.632 2.816
N -0.254 2.312 3.485
C 0.803 2.529 2.667
C 1.852 1.767 3.123
C 1.331 1.113 4.255
N 0.068 1.447 4.469
N -1.922 3.925 4.530
C -1.416 3.834 5.778
C -2.051 4.775 6.559
C -2.952 5.397 5.678
N -2.877 4.877 4.462
H -1.201 5.977 -0.211
H -1.316 3.377 -1.100
H -1.576 5.714 2.503
H -4.314 2.748 4.404
H -5.577 0.360 3.862
H -3.630 -1.073 2.539
H 0.720 3.171 1.804
H 2.829 1.667 2.684
H 1.816 0.399 4.902
H -0.663 3.099 6.005
H -1.883 4.979 7.603
H -3.648 6.199 5.873
O 1.787 -2.376 -2.620
H 0.990 -2.716 -2.197
H 1.730 -1.410 -2.473
Cl 1.238 0.751 -2.135
O -2.717 -2.336 0.064
C -2.035 -2.520 -0.816
I 5.629 0.320 2.631
C 4.814 -1.269 1.493
C 5.677 -1.957 0.655
C 5.140 -3.011 -0.071
C 3.804 -3.326 0.096
C 3.034 -2.570 0.969
N 3.541 -1.532 1.648
H 6.716 -1.674 0.570
H 5.764 -3.571 -0.756
H 3.339 -4.134 -0.452
H 1.985 -2.831 1.140
C -3.237 -0.941 -4.202
Si -2.698 0.853 -4.423
C -3.216 1.816 -2.888
C -3.709 1.555 -5.865
Si -0.390 1.006 -4.669
Si 0.695 -0.594 -5.971
C 2.546 -0.545 -5.607
C 0.063 -2.329 -5.594
C 0.478 -0.315 -7.835
Si 0.485 3.145 -4.934
C 0.109 4.208 -3.428
C 2.354 3.018 -5.120
C -0.194 4.058 -6.450
H -4.295 -0.985 -3.929
H -2.662 -1.438 -3.418
H -3.108 -1.510 -5.125
H -4.297 1.759 -2.728
H -2.954 2.873 -2.989
H -2.724 1.441 -1.989
H -4.780 1.448 -5.665
H -3.479 1.033 -6.796
H -3.495 2.616 -6.011
H 2.726 -0.230 -4.578
H 3.071 0.136 -6.281
H 2.972 -1.545 -5.731
H 0.470 -2.655 -4.635
H 0.406 -3.027 -6.364
H -1.025 -2.380 -5.551
H 0.804 0.685 -8.131
H -0.568 -0.430 -8.129
H 1.073 -1.048 -8.391
H 0.470 3.708 -2.528
H -0.965 4.385 -3.328
H 0.600 5.184 -3.504
H 2.765 2.476 -4.266
H 2.806 4.014 -5.156
H 2.630 2.487 -6.034
H -1.274 4.195 -6.369
H 0.006 3.506 -7.371
H 0.268 5.047 -6.537
C -3.208 -7.300 1.356
C -2.140 -6.376 0.819
C -1.778 -6.444 -0.519
C -0.751 -5.601 -0.987
C -0.377 -5.602 -2.447
C -0.133 -4.748 -0.110
C -0.496 -4.592 1.275
C -1.528 -5.488 1.696
N 0.147 -3.636 1.942
C -0.084 -3.433 3.369
C 0.127 -4.702 4.234
C 0.969 -2.418 3.823
C -1.464 -2.820 3.649
H -3.860 -7.659 0.557
H -3.826 -6.796 2.102
H -2.761 -8.174 1.838
H -2.281 -7.126 -1.198
H -0.837 -6.445 -2.966
H 0.705 -5.665 -2.585
H -0.712 -4.687 -2.943
H 0.637 -4.058 -0.452
H -1.894 -5.476 2.712
H 0.855 -5.358 3.753
H -0.787 -5.272 4.395
H 0.512 -4.425 5.220
H 1.972 -2.843 3.732
H 0.804 -2.119 4.863
H 0.936 -1.521 3.203
H -2.262 -3.421 3.211
H -1.511 -1.814 3.231
H -1.650 -2.724 4.724
*
```

Output
⟨S²⟩: 0.75
HOMO (alpha / beta) in Eh: -0.0569 / -0.0569
E_LUMO (alpha / beta) in eV: 3.413 / 3.413

Results of the Löwdin charge analysis, in e, for atoms 1 through 99: Cs 0.705; C -0.069; C -0.174; N 0.020; N -0.018; C -0.090; B -0.689; N -0.004; C -0.080; C -0.075; C -0.180; N -0.006; N -0.017; C -0.118; C -0.088; C -0.174; N 0.073; N -0.010; C -0.081; C -0.091; C -0.193; N 0.050; H 0.081; H 0.067; H 0.103; H 0.106; H 0.076; H 0.086; H 0.114; H 0.027; H 0.095; H 0.101; H 0.073; H 0.084; O -0.118; H -0.001; H -0.102; Cl -0.269; O -0.001; C -0.037; I 0.803; C -0.783; C -0.161; C -0.075; C -0.053; C -0.113; N 0.045; H 0.077; H 0.103; H 0.103; H 0.068; C -0.225; Si 0.307; C -0.223; C -0.236; Si 0.435; Si 0.317; C -0.227; C -0.216; C -0.242; Si 0.291; C -0.236; C -0.230; C -0.235; H 0.028; H 0.001; H 0.013; H 0.031; H 0.015; H 0.016; H 0.020; H 0.015; H 0.009; H -0.004; H 0.012; H 0.028; H 0.003; H 0.027; H 0.002; H 0.009; H 0.014; H 0.018; H 0.000; H 0.016; H 0.027; H 0.010; H 0.022; H 0.010; H 0.009; H 0.011; H 0.018; C -0.077; C -0.314; C -0.076; C -0.323; C -0.061; C -0.062; C -0.341; C -0.024

---

For reference, molar mass by record: 96.1, 86.1, 1122.4 Da.
For reference, max |F| by record: 0.2, 2.5, 0.6 eV/A.